{
  "formula": "C73H99AsBrGe2KO4PSSi",
  "method": "ωB97M-V/def2-TZVPD",
  "elements": ["K", "C", "C", "C", "C", "O", "Si", "S", "O", "C", "C", "C", "C", "O", "C", "C", "C", "C", "H", "H", "H", "H", "H", "H", "H", "H", "H", "H", "H", "H", "H", "H", "H", "H", "H", "H", "H", "H", "H", "H", "H", "H", "H", "H", "H", "C", "C", "C", "C", "C", "C", "C", "Br", "C", "O", "C", "C", "C", "C", "C", "C", "H", "H", "H", "H", "H", "H", "H", "H", "H", "H", "H", "H", "H", "H", "H", "H", "H", "H", "H", "H", "C", "Ge", "C", "C", "Ge", "C", "C", "C", "C", "C", "C", "C", "C", "C", "C", "C", "C", "H", "H", "H", "H", "H", "H", "H", "H", "H", "H", "H", "H", "H", "H", "H", "H", "H", "H", "H", "C", "C", "C", "C", "C", "C", "H", "H", "H", "H", "H", "H", "H", "H", "H", "C", "C", "As", "C", "C", "C", "C", "C", "C", "C", "C", "C", "C", "C", "C", "P", "C", "C", "C", "C", "C", "C", "C", "C", "C", "C", "C", "C", "H", "H", "H", "H", "H", "H", "H", "H", "H", "H", "H", "H", "H", "H", "H", "H", "H", "H", "H", "H", "H", "H", "H", "H"],
  "positions_angstrom": [[0.26, -0.10, 0.59], [1.27, 4.59, 2.72], [1.36, 4.10, 1.27], [1.77, 5.26, 0.36], [2.42, 3.00, 1.20], [0.14, 3.54, 0.84], [-1.35, 4.24, 0.74], [-2.73, 2.80, 0.30], [-1.33, 5.47, -0.39], [-1.52, 5.37, -1.78], [-0.71, 4.21, -2.37], [-1.03, 6.70, -2.39], [-3.01, 5.18, -2.09], [-1.50, 5.06, 2.15], [-2.24, 6.17, 2.54], [-3.68, 6.08, 2.04], [-2.22, 6.20, 4.08], [-1.57, 7.44, 2.00], [2.26, 4.80, 3.11], [0.80, 3.82, 3.32], [0.65, 5.48, 2.79], [2.64, 5.76, 0.77], [0.95, 5.97, 0.28], [2.01, 4.89, -0.63], [3.40, 3.41, 1.40], [2.42, 2.53, 0.22], [2.20, 2.23, 1.94], [0.29, 4.23, -1.95], [-0.66, 4.31, -3.45], [-1.18, 3.27, -2.09], [0.03, 6.83, -2.21], [-1.56, 7.52, -1.93], [-1.22, 6.71, -3.46], [-3.36, 4.30, -1.56], [-3.16, 5.05, -3.16], [-3.57, 6.05, -1.75], [-4.11, 5.13, 2.35], [-3.69, 6.11, 0.95], [-4.27, 6.91, 2.43], [-2.83, 5.39, 4.48], [-2.60, 7.16, 4.44], [-1.20, 6.07, 4.43], [-1.49, 7.36, 0.92], [-0.58, 7.55, 2.42], [-2.16, 8.32, 2.26], [-3.88, -6.88, 2.18], [-3.03, -6.91, 0.90], [-3.96, -6.91, -0.33], [-2.24, -8.22, 0.90], [-2.14, -5.68, 0.88], [-2.71, -4.41, 0.90], [-1.90, -3.31, 0.95], [-2.71, -1.57, 0.93], [-0.48, -3.32, 1.05], [0.14, -2.22, 1.18], [0.09, -4.63, 0.97], [-0.75, -5.73, 0.89], [1.59, -4.92, 1.00], [2.01, -5.65, -0.29], [2.46, -3.67, 1.12], [1.90, -5.81, 2.21], [-4.52, -7.76, 2.24], [-4.51, -6.00, 2.20], [-3.24, -6.86, 3.05], [-4.67, -7.73, -0.28], [-3.37, -7.02, -1.24], [-4.51, -5.97, -0.39], [-2.93, -9.07, 0.91], [-1.60, -8.29, 1.77], [-1.62, -8.30, 0.00], [-3.78, -4.27, 0.87], [-0.29, -6.70, 0.85], [1.88, -5.00, -1.15], [1.43, -6.56, -0.45], [3.06, -5.93, -0.23], [2.30, -2.98, 0.30], [3.51, -3.95, 1.13], [2.23, -3.14, 2.03], [1.43, -6.79, 2.12], [1.55, -5.34, 3.11], [2.98, -5.96, 2.29], [-3.25, 2.36, 4.06], [-2.56, 0.61, 4.77], [-2.75, 0.84, 6.80], [-4.11, -0.63, 4.41], [-0.34, 0.05, 3.56], [0.86, 1.31, 4.62], [2.25, 1.27, 4.49], [3.07, 2.14, 5.19], [2.52, 3.08, 6.04], [1.15, 3.16, 6.17], [0.34, 2.28, 5.46], [0.21, -1.61, 4.57], [1.50, -2.11, 4.42], [1.88, -3.30, 4.99], [0.96, -4.05, 5.72], [-0.33, -3.57, 5.88], [-0.69, -2.36, 5.31], [-4.08, 2.74, 4.65], [-3.59, 2.21, 3.04], [-2.47, 3.11, 4.03], [-3.76, 1.16, 7.04], [-2.06, 1.58, 7.20], [-2.57, -0.10, 7.32], [-4.94, -0.43, 5.09], [-3.82, -1.67, 4.52], [-4.46, -0.49, 3.39], [2.69, 0.57, 3.80], [4.15, 2.08, 5.07], [3.16, 3.75, 6.60], [0.70, 3.91, 6.81], [-0.73, 2.38, 5.54], [2.21, -1.56, 3.82], [2.89, -3.67, 4.86], [1.25, -5.00, 6.15], [-1.05, -4.14, 6.44], [-1.70, -1.99, 5.45], [6.06, 1.32, 0.82], [5.54, -0.12, 0.98], [6.32, -1.03, 0.03], [5.74, -0.58, 2.42], [4.10, -0.15, 0.65], [2.92, -0.14, 0.35], [7.13, 1.37, 1.04], [5.52, 1.98, 1.49], [5.89, 1.67, -0.20], [7.39, -0.97, 0.25], [6.15, -0.74, -1.00], [6.01, -2.06, 0.14], [6.79, -0.52, 2.72], [5.42, -1.62, 2.53], [5.15, 0.03, 3.10], [-0.68, 0.26, -4.40], [-0.25, 1.61, -4.91], [-0.23, 1.76, -6.89], [-1.94, 0.92, -7.35], [-3.10, 1.16, -6.60], [-4.32, 0.65, -7.01], [-4.41, -0.10, -8.17], [-3.28, -0.33, -8.93], [-2.06, 0.19, -8.52], [0.99, 0.24, -7.17], [0.62, -1.10, -7.18], [1.57, -2.09, -7.30], [2.91, -1.77, -7.41], [3.30, -0.44, -7.39], [2.34, 0.55, -7.27], [-0.34, 0.06, -2.56], [-0.98, -1.65, -2.51], [-0.24, -2.78, -2.17], [-0.85, -4.02, -2.17], [-2.19, -4.15, -2.47], [-2.95, -3.02, -2.74], [-2.35, -1.78, -2.75], [1.48, -0.04, -2.81], [2.15, -0.98, -3.59], [3.50, -0.81, -3.86], [4.18, 0.30, -3.38], [3.51, 1.24, -2.61], [2.17, 1.07, -2.33], [-0.15, -0.55, -4.92], [-1.75, 0.12, -4.57], [0.77, 1.84, -4.59], [-0.90, 2.39, -4.51], [-3.04, 1.76, -5.70], [-5.20, 0.84, -6.41], [-5.37, -0.49, -8.48], [-3.34, -0.91, -9.84], [-1.17, 0.01, -9.13], [-0.43, -1.37, -7.11], [1.26, -3.13, -7.31], [3.65, -2.55, -7.50], [4.35, -0.17, -7.46], [2.64, 1.60, -7.26], [0.79, -2.68, -1.90], [-0.28, -4.90, -1.90], [-2.65, -5.12, -2.47], [-4.01, -3.11, -2.94], [-2.95, -0.89, -2.90], [1.63, -1.83, -3.99], [4.02, -1.53, -4.47], [5.23, 0.43, -3.61], [4.03, 2.11, -2.23], [1.63, 1.80, -1.75]],
  "lowdin_spin": [0.078, 0.000, 0.000, 0.000, 0.000, 0.001, 0.001, 0.005, 0.000, 0.000, 0.000, 0.000, 0.000, 0.000, 0.000, 0.000, 0.000, 0.000, 0.000, 0.000, 0.000, 0.000, 0.000, 0.000, 0.000, 0.000, 0.000, 0.000, 0.000, 0.000, 0.000, 0.000, 0.000, 0.000, 0.000, 0.000, 0.000, 0.000, 0.000, 0.000, 0.000, 0.000, 0.000, 0.000, 0.000, 0.000, 0.000, 0.000, 0.000, 0.003, 0.000, 0.003, 0.014, 0.001, 0.025, 0.003, 0.000, 0.000, 0.000, 0.000, 0.000, 0.000, 0.000, 0.000, 0.000, 0.000, 0.000, 0.000, 0.000, 0.000, 0.000, 0.000, 0.000, 0.000, 0.000, 0.000, 0.000, 0.000, 0.000, 0.000, 0.000, 0.006, 0.087, 0.029, 0.009, 0.452, 0.089, 0.014, -0.001, 0.012, 0.003, 0.026, 0.068, 0.013, -0.001, 0.012, 0.001, 0.022, 0.001, 0.000, 0.000, 0.004, 0.000, 0.000, 0.002, 0.000, 0.000, 0.001, 0.000, 0.001, 0.000, 0.004, 0.001, 0.000, 0.001, 0.000, 0.004, 0.000, 0.000, 0.000, 0.000, 0.001, 0.005, 0.000, 0.000, 0.000, 0.000, 0.000, 0.000, 0.000, 0.000, 0.000, 0.000, 0.000, 0.000, 0.000, 0.000, 0.000, 0.000, 0.000, 0.000, 0.000, 0.000, 0.000, 0.000, 0.000, 0.000, 0.000, 0.000, 0.000, 0.000, 0.000, 0.000, 0.000, 0.000, 0.000, 0.000, 0.000, 0.000, 0.000, 0.000, 0.000, 0.000, 0.000, 0.000, 0.000, 0.000, 0.000, 0.000, 0.000, 0.000, 0.000, 0.000, 0.000, 0.000, 0.000, 0.000, 0.000, 0.000, 0.000, 0.000, 0.000, 0.000, 0.000],
  "homo_ev": [-2.483, -2.491],
  "multiplicity": 2,
  "homo_lumo_gap_ev": [6.1, 5.0],
  "energy_ev": -373742.68825,
  "s2": 0.75,
  "total_charge": -2,
  "largest_force_ev_per_a": 3.21
}